# 1
# C5H13N

C5H13N as an isolated structure at a distorted geometry (ωB97M-V with the def2-TZVPD basis set, OMol25).

Cartesian coordinates (Å):
H  2.46588  -0.83309  1.41908
N  -2.04432  0.75987  -0.12757
H  -0.68044  1.06000  -0.16820
C  1.56335  0.36571  -0.22313
H  1.88607  -1.67343  -0.75840
C  0.72198  1.57747  -0.38370
H  -3.48831  -0.72146  0.46683
H  -1.79026  -1.02863  1.02646
H  0.20246  -1.52290  -0.13478
H  0.94381  2.37717  0.31982
C  1.55592  -0.30661  1.07173
H  0.68682  -0.82759  -1.66858
C  -2.38798  -0.60976  0.19411
H  2.52745  0.54725  -0.67760
H  -2.37677  1.38010  0.65362
H  -2.18721  -1.18835  -0.65957
H  0.66454  1.91477  -1.45527
C  1.04366  -0.99943  -0.65602
H  0.69334  -0.27106  1.76115

## Properties
**HOMO-LUMO gap**: 4.977 eV
**DFT total energy**: -6878.80269 eV
**Energy above the lowest of the compared OMol25 structures with the same formula, charge and spin**: 713.5 kJ/mol
**Molar mass**: 87.2 g/mol
**LUMO energy**: -1.23 eV

Here are the Mulliken charges for atoms 1 to 6, given in e: 0.2757, -0.7439, 0.2329, 0.6712, 0.4477, -1.3522

# 2
# ClH3S

A 2-piece molecular cluster, ClH3S overall at a distorted geometry (ωB97M-V with the def2-TZVPD basis set, OMol25).

Cartesian coordinates (Å):
H  2.40927  0.42527  -0.56213
H  -1.98994  0.93966  0.21511
S  -1.61660  -0.51206  -0.09998
H  -0.38522  -0.36962  0.47221
Cl  1.58249  -0.48325  -0.02521

## Properties
**HOMO-LUMO gap**: 9.871 eV
**SMILES**: Cl.S
**DFT total energy**: -23405.50614 eV
**Energy above the lowest of the compared OMol25 structures with the same formula, charge and spin**: 83.9 kJ/mol
**Molar mass**: 70.5 g/mol
**LUMO energy**: 0.47 eV

So, what does the Mulliken scheme give us? The charges, in e, come out as: 0.2711, 0.1575, -0.2987, 0.1476, -0.2775

# 3
# C4H10N

A 2-piece molecular cluster, C4H10N overall at a distorted geometry (ωB97M-V with the def2-TZVPD basis set, OMol25).

Cartesian coordinates (Å):
H  1.03616  -2.67933  -1.05645
H  -0.70014  0.73522  2.21600
H  -2.30069  1.68439  2.15558
H  2.73322  -1.08899  -0.84636
C  -0.93693  2.10351  0.64402
C  -0.53691  -1.58313  -0.93667
H  -0.90537  -0.62761  -1.30305
C  -1.30002  1.53056  1.78071
H  1.58794  0.21278  -1.25848
H  -1.29846  3.08239  0.34397
H  -1.22656  -2.20531  -0.37804
H  -0.32888  1.66068  -0.14219
H  1.68602  -0.43844  0.40023
C  1.74621  -0.68098  -0.65853
N  0.74443  -1.70577  -0.96075

## Properties
**Charge**: +1
**HOMO-LUMO gap**: 6.622 eV
**DFT total energy**: -5790.17803 eV
**Energy above the lowest of the compared OMol25 structures with the same formula, charge and spin**: 355.1 kJ/mol
**Molar mass**: 72.1 g/mol
**LUMO energy**: -6.28 eV

Here are the Mulliken charges for atoms 1 to 6, given in e: 0.3148, 0.2435, 0.2562, 0.3087, -0.3999, -0.1699

# 4
# C24H75NbO19P

C24H75NbO19P as an isolated structure at a distorted geometry (ωB97M-V with the def2-TZVPD basis set, OMol25).

Cartesian coordinates (Å):
H  -3.25448  6.25589  -2.51529
H  -2.60795  2.83444  2.27491
H  -1.07056  -2.35175  4.91066
C  -3.02908  1.96822  -0.95769
O  5.47176  -5.52822  -0.97052
H  0.59615  5.62927  -2.44223
O  -5.36633  -1.70896  0.46679
H  -1.52378  4.13862  -5.35909
H  1.54872  6.25254  0.14753
H  -3.69419  2.32533  -7.57118
O  -0.06546  5.58337  -5.05535
C  -2.28815  1.91353  -2.26916
H  3.13563  6.28083  2.58508
H  4.61907  -1.88669  1.41194
H  -1.11180  0.12512  -0.10829
C  -7.42091  -0.85353  -2.06949
H  5.74735  -2.04062  -1.18349
O  -2.05329  -5.54859  2.53871
O  -4.01378  6.67357  -0.62951
H  2.35651  6.94543  4.03723
O  -0.95476  1.95755  -2.33087
H  0.56067  -4.32997  3.71050
Nb  0.09771  0.40937  -1.43896
H  -4.77066  -3.59964  -0.16509
H  6.63323  -2.27298  0.34257
H  5.35682  -3.42487  -0.14086
O  0.28879  1.60580  4.65602
C  -3.09966  2.45070  1.38917
O  -2.94802  1.87539  -3.30375
C  0.64525  0.40197  5.31957
H  -1.62347  -5.89264  -0.30618
H  9.19765  -9.38855  0.36744
H  -1.32062  -4.92765  2.67087
H  9.95814  -9.98332  -1.13514
H  3.83304  2.90836  3.06970
H  -3.44574  -2.47085  0.23804
O  0.55968  5.54344  -1.48355
O  8.70951  -8.33992  -1.35575
C  9.04866  -9.55833  -0.70200
H  1.47022  0.53166  -2.65857
H  -4.78590  1.15298  -1.85284
C  -4.98303  1.51782  0.27041
C  -4.38944  1.95730  1.41687
C  4.34390  3.38499  3.90295
P  1.55590  -1.35480  -0.22802
O  3.42103  4.26144  4.54773
H  -1.55137  -6.58520  4.25958
C  1.06820  1.74266  1.38337
C  -0.30159  -3.11766  4.95629
H  -4.16390  4.92572  -1.74136
H  0.63398  -2.67014  5.30109
H  -4.18108  1.01024  -6.47856
H  1.54033  5.68084  3.07650
C  -4.32687  1.51051  -0.93420
H  -7.11402  -1.39767  -1.17969
H  2.38016  -2.11534  -1.10054
H  -4.79250  2.64604  -4.98075
C  -2.43961  2.43830  0.19120
H  3.88156  4.67705  5.28106
H  1.44375  7.39833  -1.20408
H  -4.82954  7.01229  -1.00516
H  0.74251  7.79692  2.60302
H  2.36416  -0.72688  0.75218
H  -0.78232  -7.16945  2.75360
O  -6.27241  -0.20806  -2.60984
C  1.59144  6.34871  -0.93254
H  5.28727  -7.27180  -2.07969
H  -2.83607  2.09402  -6.02998
H  0.80585  0.59287  6.38643
O  -0.12521  -3.65807  3.65288
O  -4.72158  2.92662  -5.90018
O  -0.07658  -4.74684  -1.05224
H  -2.53714  5.34946  -1.16551
H  0.00406  -6.28892  0.32092
O  -0.70994  -1.02964  -2.60536
H  6.20527  -5.95284  -2.86411
C  2.18398  6.56043  3.02844
H  2.04728  1.44139  1.77914
H  -0.62170  -1.89041  -2.16487
H  -2.50943  -7.46968  3.04974
H  -2.00500  5.51213  -4.31959
C  -0.56495  -5.98320  -0.56436
H  4.68961  2.61621  4.59937
H  -4.38710  -2.24222  -1.25003
C  5.99870  -6.45779  -1.91606
H  2.18110  2.08379  -0.52942
C  -1.19210  4.83255  -4.58503
H  9.44081  -7.73005  -1.22641
H  -1.41299  2.78644  0.12232
H  0.29776  1.02637  1.67227
H  -7.84077  -1.55539  -2.79690
C  -4.43745  -2.55841  -0.21052
H  4.65441  -5.17840  -1.33911
H  -0.44749  -6.73571  -1.34410
H  8.22775  -10.25720  -0.84069
H  -0.16713  -0.30788  5.20434
H  -0.34911  6.07174  -5.83124
H  -6.55495  0.27015  -3.39456
H  1.01828  2.22257  4.76625
C  -3.80607  2.03586  -6.52706
O  1.58502  7.56217  2.20603
C  -3.46420  5.74782  -1.57057
C  5.66290  -2.37913  -0.15312
O  4.68602  -1.57627  0.50538
H  1.55380  -0.01648  4.87604
H  -5.40299  -1.99157  1.38389
H  -0.18760  -4.08787  -0.34668
H  -6.00548  1.15178  0.28405
H  6.92206  -6.86599  -1.51984
C  -1.69963  -6.75513  3.18670
H  5.20114  3.94723  3.52351
H  2.56914  6.00900  -1.28934
H  -8.17987  -0.11398  -1.79571
H  0.63671  2.91697  -0.36204
H  -0.89465  4.26879  -3.70364
H  -4.89827  1.93596  2.37640
O  0.56769  -2.25261  0.55190
C  1.15641  1.97040  -0.15822
H  0.84485  2.70162  1.87486
H  -0.61769  -3.90110  5.65238

## Properties
**Charge**: -1
**HOMO-LUMO gap**: 6.624 eV
**DFT total energy**: -75838.34303 eV
**Energy above the lowest of the compared OMol25 structures with the same formula, charge and spin**: 63.1 kJ/mol
**Molar mass**: 791.7 g/mol
**LUMO energy**: 1.91 eV

Here are the Mulliken charges for atoms 1 to 6, given in e: 0.2503, 0.5181, 0.2020, 0.9025, -0.5158, 0.1933

# 5
# C2H10NO

A 2-piece molecular cluster, C2H10NO overall at a distorted geometry (ωB97M-V with the def2-TZVPD basis set, OMol25).

Cartesian coordinates (Å):
C  1.81346  0.78775  0.94322
C  0.95073  0.29793  -0.19809
H  2.16657  1.80727  0.77549
N  -2.04446  -1.15502  -0.75697
H  0.94049  -0.79408  -0.15590
H  1.29129  0.62906  -1.17481
H  -2.53897  -1.00246  -1.64486
H  1.28147  0.81629  1.89864
H  -1.37188  -0.33968  -0.58901
O  -0.40569  0.83975  -0.12215
H  2.68908  0.17038  1.13550
H  -1.46610  -1.99293  -0.84975
H  -2.76262  -1.16987  -0.05019
H  -0.54338  1.10560  0.78890

## Properties
**Charge**: +1
**HOMO-LUMO gap**: 11.522 eV
**DFT total energy**: -5767.13805 eV
**Energy above the lowest of the compared OMol25 structures with the same formula, charge and spin**: 52.5 kJ/mol
**Molar mass**: 64.1 g/mol
**LUMO energy**: -3.83 eV

Here are the Mulliken charges for atoms 1 to 6, given in e: -1.1894, -0.0389, 0.3117, -0.4728, 0.1980, 0.2723

# 6
# C22H22F4NO

A 2-piece molecular cluster, C22H22F4NO overall at a distorted geometry (ωB97M-V with the def2-TZVPD basis set, OMol25).

Cartesian coordinates (Å):
H  0.54634  0.80742  0.68268
C  1.60264  -2.95109  -2.58514
H  4.17014  1.41162  3.90236
H  -1.75133  0.22497  1.64901
C  0.78781  -2.52554  -1.54791
C  -0.77946  -0.82513  -0.68637
H  -1.08245  -1.57721  0.05126
H  5.86949  -1.41735  2.38429
H  3.89606  -1.89888  1.31428
H  0.44810  -3.22117  -0.78073
C  4.26103  1.40583  2.79974
C  0.38405  0.01375  1.41154
C  1.67159  -0.76151  -3.49938
H  2.81132  1.55378  1.22534
C  -6.27780  1.96279  -0.69941
H  -7.06819  3.12859  -2.36303
C  -1.72717  0.13170  -1.06911
H  4.60222  2.38422  2.43767
H  1.31669  -1.90048  1.78558
H  2.66573  -2.45714  -4.41956
N  2.67848  -0.36329  2.07719
H  -0.79497  0.93107  2.96452
H  0.53295  0.76664  -2.49392
H  2.11452  1.50769  2.86001
O  5.27334  0.50156  2.35810
C  5.03143  -0.83589  2.79303
F  -4.98998  2.89710  -3.96801
C  -4.05269  1.02059  -0.94966
C  1.44860  -0.80798  1.74361
C  -2.98480  0.19601  -0.48072
F  -7.41405  2.14635  0.05953
C  2.04827  -2.10154  -3.60137
H  -3.08719  1.52132  -2.83942
H  -0.93902  -0.83785  2.82628
C  3.71307  -1.39012  2.27482
C  -3.97798  1.64126  -2.22705
F  1.94289  -4.28439  -2.65467
H  -3.20647  -0.47440  0.35582
C  -5.06741  2.35813  -2.70234
C  -0.84297  0.09232  2.24694
C  -5.23615  1.21156  -0.17730
H  -5.30564  0.77152  0.81721
H  3.32991  -2.13944  2.98437
C  -6.24134  2.54519  -1.97140
C  0.29507  -1.19628  -1.56186
H  5.00852  -0.90411  3.89720
C  0.82234  -0.28367  -2.51021
C  2.89395  1.07337  2.21419
F  2.13087  0.11968  -4.45491
H  -1.47035  0.82842  -1.87310

## Properties
**Charge**: +1
**HOMO-LUMO gap**: 5.313 eV
**DFT total energy**: -37568.26082 eV
**Energy above the lowest of the compared OMol25 structures with the same formula, charge and spin**: 217.0 kJ/mol
**Molar mass**: 392.4 g/mol
**LUMO energy**: -5.39 eV

Here are the Mulliken charges for atoms 1 to 6, given in e: 0.4462, 0.2149, 0.3577, 0.1283, -0.6396, -0.6385

Q: Which of these has the highest HOMO-LUMO gap?
A: C2H10NO

Q: Which of these has the lowest DFT total energy?
A: C24H75NbO19P

Q: Which of these has the highest energy above the lowest of the compared OMol25 structures with the same formula, charge and spin?
A: C5H13N

Q: Which of these has the highest DFT total energy?
A: C2H10NO